Entry 1:
A molecular structure, C42H47As2Cl5CsN2O5S5 at a distorted geometry, computed with wB97M-V/def2-TZVPD.

Values from the calculation:
- E_HOMO: -4.90 eV
- Largest force on an atom: 0.0273 Eh/bohr
- Frontier orbital gap: 6.71 eV
- Energy: -296551.1613 eV

```
! RIJCOSX wB97M-V def2-TZVPD def2/J DEFGRID3
* xyz -1 1
C 5.22 3.49 -2.74
O 2.46 -1.66 -0.49
H -3.20 -4.34 -0.59
H -0.11 2.36 -6.73
H 0.05 2.38 7.87
H -1.93 -3.75 2.74
S 3.72 1.38 -2.09
C 3.07 3.65 2.31
H -1.08 4.06 2.31
C -2.63 -3.75 0.13
O 0.95 1.69 -3.26
As -1.37 1.65 3.02
Cs 0.78 0.48 -0.73
H 0.04 -4.85 -0.48
C 5.54 1.24 -1.85
Cl 3.25 -3.55 -5.11
H -4.38 -3.40 1.34
H 2.46 2.66 7.36
H 7.16 2.65 -2.18
H 2.48 4.56 2.39
H -0.51 -1.30 3.90
Cl 1.51 -1.73 -3.25
C 5.10 -3.88 -1.59
C -2.90 1.13 4.14
H 3.00 3.41 -3.02
H 3.95 2.46 -4.19
Cl 5.76 -5.03 -3.97
C 1.27 2.20 4.21
Cl 4.70 -2.89 0.92
C -5.82 2.10 -1.03
C -0.09 2.04 4.49
S -1.30 -2.88 -0.73
O 0.48 4.36 -0.79
H 3.57 3.64 1.35
Cl 6.49 -4.70 -0.94
C 0.16 -3.80 -0.20
C 3.66 -3.38 -3.44
S -0.25 2.25 -3.86
C -1.93 3.50 2.69
H 1.58 -4.13 1.37
H -3.72 0.84 3.49
O 3.20 1.92 -0.77
H 5.85 0.23 -2.11
C -2.68 2.48 -3.04
H -2.17 -4.46 0.82
H 2.76 -0.24 2.82
O -0.06 3.53 -4.53
H 3.71 0.55 1.56
C -4.57 3.35 -4.30
C -1.93 -2.75 3.16
C -5.46 3.04 -3.30
C 2.89 -2.58 -2.62
H 5.63 1.38 -0.77
H -6.52 3.26 -3.40
As 1.89 2.09 2.35
C 0.57 -3.72 1.27
C -0.51 2.11 5.82
H -4.93 3.82 -5.20
H -3.22 1.94 4.78
C 3.91 2.83 -3.16
H -0.64 0.66 -8.48
C -3.91 1.26 0.12
H -1.52 -1.55 -7.82
H -2.45 -2.82 4.12
C -0.49 1.38 -6.47
H -1.36 -0.37 -3.70
C 6.22 2.35 -2.65
C -3.60 2.15 -1.98
C 1.74 2.49 6.57
C -1.20 -0.16 -4.75
C 0.40 2.33 6.85
C 3.24 0.69 2.54
S -2.86 -1.67 2.05
N -1.37 2.16 -2.79
H -1.55 1.98 6.08
H 3.81 3.64 3.11
H -1.88 -2.07 -5.43
C -0.24 3.61 -0.36
N -3.09 1.56 -0.86
C -0.79 0.43 -7.44
C -0.69 1.08 -5.13
H 4.00 0.96 3.27
H 5.09 3.97 -1.77
C 4.32 -3.09 -0.77
H -2.63 0.26 4.74
H 0.95 -3.39 -0.82
C -0.50 -2.28 3.42
H 5.53 4.26 -3.46
C -1.49 -1.10 -5.72
H -5.93 1.25 0.92
H -2.72 3.51 1.93
S 0.60 -2.05 1.99
H 6.46 1.99 -3.65
H -6.88 2.31 -1.11
H 3.22 2.54 5.03
C 2.17 2.43 5.25
C -1.29 -0.81 -7.06
H -0.08 -4.33 1.90
H -2.52 3.37 -4.96
H -2.29 3.98 3.61
H -4.07 -2.15 0.14
H -3.46 0.79 0.99
C 3.17 -2.39 -1.23
H -0.02 -2.97 4.12
C -3.59 -2.82 0.86
C -3.20 3.08 -4.17
C -5.30 1.52 0.08
C -4.97 2.44 -2.12
C 4.79 -4.04 -2.94
*
```

=====

Entry 2:
A molecular structure, C42H47BFN13O5S2Ti at a distorted geometry, computed with wB97M-V/def2-TZVPD.

Values from the calculation:
- E_HOMO (spin up / spin down): -14.35 / -14.35 eV
- Largest force on an atom: 0.0227 Eh/bohr
- Frontier orbital gap (spin up / spin down): 6.93 / 5.39 eV
- Energy: -122089.9248 eV

```
! RIJCOSX wB97M-V def2-TZVPD def2/J DEFGRID3
* xyz 3 2
H 2.65 -1.03 -8.98
C 1.98 -0.53 -5.20
N 2.51 0.02 -1.76
S 5.18 0.20 -1.75
C -3.22 0.28 -4.53
N -0.34 -1.84 -1.48
O 0.35 1.90 -1.50
H -1.34 3.78 -4.65
C -4.28 -4.19 -6.34
C 0.53 1.13 1.16
H -5.28 -5.20 -3.68
H 4.13 -0.35 -5.04
C -1.13 3.19 -3.76
H 0.11 5.68 5.16
C 1.69 0.50 7.56
C 0.79 2.45 0.75
H -1.46 -3.88 -3.70
H -1.05 -1.25 6.69
C 1.24 0.91 8.95
C 3.32 -0.51 -5.72
C 5.25 0.91 0.85
H -0.62 4.08 5.01
H 2.23 1.33 7.11
S 3.54 0.33 0.67
C 0.59 -2.81 -1.38
H 5.26 1.99 0.68
N 2.83 -0.16 -3.02
C 1.70 -2.78 -0.39
H 1.76 5.11 3.35
C 6.08 0.18 -0.18
H -1.47 3.77 -2.89
H 0.19 -1.24 2.37
O 0.55 -0.28 -3.35
H 1.94 4.04 4.72
C 0.59 0.87 2.58
C -0.07 4.85 4.47
C 3.55 -0.69 -7.05
C 0.84 1.90 3.49
H 0.56 1.75 8.92
N -1.64 0.82 -3.09
C -4.16 -1.06 -0.55
C -4.26 -3.49 -2.74
N 1.07 3.19 3.01
C 2.45 -0.89 -7.93
H 4.55 -0.67 -7.43
C 0.59 0.36 5.35
C 0.39 -0.67 4.40
H -1.20 -1.48 9.16
H 2.08 1.13 9.60
C -2.93 0.56 0.28
C 0.82 1.63 4.87
F 0.24 -1.93 4.83
H -0.48 -0.66 -4.80
C -4.67 -4.30 -3.76
H -4.40 -3.61 -1.68
H 6.25 -0.86 0.10
B -2.62 -1.49 -2.66
H 1.09 -1.04 9.69
H 0.44 -1.91 7.36
H 2.40 -0.34 7.63
O 0.26 0.17 0.37
H 1.74 -1.82 0.13
Ti -0.23 0.22 -1.66
N -3.45 -2.63 -4.65
H -2.10 1.62 1.96
H -3.88 -3.45 -7.03
H 0.32 -1.08 -8.15
C -0.86 -3.40 -2.94
C 0.29 -3.81 -2.30
N -1.23 -2.21 -2.46
H -3.26 2.23 -5.54
H -3.43 2.42 1.14
H -1.37 0.22 8.65
C 1.25 4.34 3.93
N 0.55 0.12 6.74
H -4.91 0.09 1.17
C 1.05 3.42 1.70
C 0.80 2.87 -0.67
C 1.16 -0.92 -7.48
N 0.46 -0.23 9.56
H -1.84 2.41 0.39
H 0.13 0.02 10.49
C 3.63 0.17 -1.04
H -4.94 -1.74 -0.84
H -3.75 -5.13 -6.50
H -3.93 -0.37 -5.01
H 2.65 -2.97 -0.87
H 0.82 -4.74 -2.44
C -1.86 1.89 -3.87
O 1.18 3.93 -1.06
O -0.37 -0.80 -5.75
C 0.89 -0.74 -6.12
H 5.57 0.70 1.86
C -2.86 1.58 -4.78
N -3.03 -0.96 -1.26
H -5.33 -4.37 -6.59
N -2.25 0.03 -0.75
C 0.37 -0.43 3.06
C 1.75 -0.32 -3.83
N -2.47 -0.18 -3.51
H 1.24 4.43 1.38
H 1.55 -3.56 0.35
C -2.54 1.82 0.98
C -4.14 -3.72 -4.93
H -0.71 5.22 3.66
H 0.94 2.44 5.58
C -0.19 -1.00 7.30
H 7.04 0.67 -0.34
N -3.55 -2.46 -3.28
H -0.05 3.06 -3.67
C -4.13 -0.12 0.45
C -0.70 -0.64 8.68
*
```

=====

Entry 3:
4 unconnected molecules or ions with the total composition C42H49ClN3O11 at a distorted geometry, computed with wB97M-V/def2-TZVPD.

Values from the calculation:
- E_HOMO: -11.80 eV
- Largest force on an atom: 0.0993 Eh/bohr
- Frontier orbital gap: 7.58 eV
- Energy: -83845.2664 eV

```
! RIJCOSX wB97M-V def2-TZVPD def2/J DEFGRID3
* xyz 1 1
H 3.06 -0.82 0.23
C 1.63 1.82 -1.71
H -7.09 1.91 -1.66
C -3.51 -0.39 -0.44
C -3.38 2.22 -2.02
C -0.58 -0.54 0.63
C -2.60 -3.44 -1.55
C 5.22 -1.23 5.34
C 2.44 -3.66 5.23
C 4.84 -5.14 -3.02
O -0.38 -2.58 3.35
H -1.84 2.79 -5.34
H -6.82 -0.46 -2.03
C 1.97 -3.36 6.60
C 0.63 -2.77 6.75
H -4.72 5.25 -4.06
H -3.00 -3.93 -2.52
H -0.98 2.75 -3.13
H 0.33 3.58 -1.31
C 6.63 0.71 5.83
C 2.82 -4.45 -4.37
C 3.66 -3.05 -2.54
H 1.23 0.92 0.80
C 6.20 -0.19 4.95
O 2.67 -3.59 7.57
H 4.16 4.65 -0.53
H -4.57 -1.79 1.06
H 1.99 -3.62 3.16
C 1.99 -1.22 0.27
H -4.37 4.61 -5.76
C 4.74 -1.23 6.74
H -2.63 1.30 -4.59
O -0.92 -0.48 -0.80
H 1.93 -2.61 -3.81
H -5.04 2.83 1.04
C -3.87 -2.97 -0.69
C -4.73 4.30 -4.72
H -0.15 2.07 -0.23
N -2.16 1.44 -1.78
O -6.50 -0.19 1.04
C 0.32 -2.81 4.32
H -2.75 -2.00 1.05
C -0.88 1.94 -2.34
H 4.33 2.42 -1.79
Cl -6.37 5.31 -1.64
C 4.26 3.39 -2.38
H 4.62 5.61 -2.07
H 5.41 -3.81 -1.48
N -3.39 3.49 -2.75
H -3.47 2.29 -6.01
C -4.79 1.72 -1.49
C 2.71 -3.34 -3.64
O 2.92 3.73 -2.87
O 6.54 1.55 8.03
H -7.39 3.64 -0.16
H 4.84 -0.31 8.65
H 4.03 -1.99 7.01
H -5.39 4.63 1.20
C 4.78 4.63 -1.50
C -2.85 2.33 -5.04
O -7.24 -0.66 -1.16
C 5.17 -0.32 7.62
H 4.92 3.24 -3.32
C 3.90 -5.43 -4.12
C -3.64 -1.76 0.38
C 2.18 2.50 -3.06
H 1.07 -0.37 2.10
C 0.20 2.44 -1.25
N -5.07 -3.53 -0.84
C -4.87 0.38 -0.71
H -4.17 4.10 -0.10
C -0.14 -2.51 5.69
H -1.13 -2.08 5.78
C -3.61 3.33 -4.05
C -5.15 3.80 0.43
H 2.43 1.98 -0.90
H 6.54 -0.21 3.93
C 1.67 -3.41 4.17
H -6.12 2.98 -2.79
C 0.95 -0.18 0.96
O 3.56 -2.04 -1.86
H -5.76 3.80 -4.73
H 3.42 -4.10 5.14
C -6.30 -0.17 -0.20
C 4.73 -4.04 -2.29
H -0.72 -1.65 0.94
O 2.02 2.00 -4.20
H -0.39 1.03 -2.89
O 4.00 -6.44 -4.79
H 2.02 -2.13 0.99
H 5.62 -5.88 -2.85
H 1.61 -1.64 -0.72
H -1.28 0.17 1.19
H 5.89 4.55 -1.24
C -2.17 0.19 -1.01
C -6.35 3.75 -0.64
C -6.14 2.54 -1.73
H -2.03 -2.48 -1.83
H -1.90 -4.12 -0.96
H 7.34 1.48 5.56
H 0.30 -2.55 7.76
H 2.14 -4.67 -5.18
C 6.15 0.72 7.23
O 4.83 -2.06 4.54
H -5.74 -3.07 -0.21
H 1.49 0.68 -1.90
*
```

=====

Entry 4:
A molecular structure, C42H49FN7O8ReS at a distorted geometry, computed with wB97M-V/def2-TZVPD.

Values from the calculation:
- E_HOMO (spin up / spin down): -14.10 / -14.10 eV
- Largest force on an atom: 0.0491 Eh/bohr
- Frontier orbital gap (spin up / spin down): 6.93 / 6.60 eV
- Energy: -86821.9870 eV

```
! RIJCOSX wB97M-V def2-TZVPD def2/J DEFGRID3
* xyz 3 4
H 4.06 -4.27 -0.50
H -4.12 5.29 -4.19
H 2.44 0.99 2.08
C -3.65 5.02 -3.26
C -2.65 -2.14 3.63
C 0.37 4.94 -1.99
H 0.27 -3.16 7.60
C -0.69 1.51 -0.83
Re -1.91 -1.86 0.82
C 3.65 6.38 -0.81
C -2.38 2.53 -2.27
C -4.64 -3.14 0.60
C -0.81 -2.65 5.15
H 1.98 -4.50 4.79
C 1.75 -3.98 -1.57
H -2.67 6.04 -1.55
C 0.25 -4.95 -3.17
H 4.73 -2.86 1.61
C -5.18 -1.80 1.11
H -4.11 -4.13 -1.63
H 2.03 8.29 -3.52
C -2.02 -3.92 -1.93
N 3.86 8.18 -2.46
N 2.31 -5.18 1.81
C -4.46 -1.28 2.38
C -0.73 -3.41 -1.52
H 1.39 0.85 3.51
H -4.40 -0.19 2.32
H 4.39 9.00 -2.76
C 1.08 -4.93 2.16
O -0.61 -2.45 -0.71
H -3.34 2.48 -2.77
H 2.47 -4.62 -2.08
O -0.28 0.63 -0.08
H 0.33 -5.32 1.49
H -4.48 -3.82 1.44
H -2.50 6.93 -3.12
H -6.23 -1.93 1.35
C -2.69 5.98 -2.63
H 3.60 6.24 0.27
H 4.30 5.61 -1.22
H 3.49 -4.22 3.25
C 1.62 5.08 -1.36
H 3.94 8.51 -0.38
C 2.12 3.93 -0.72
H -1.67 4.80 -4.22
O -0.57 -0.83 2.06
O 1.42 -1.14 0.62
N -3.11 -1.79 2.47
O 1.49 -1.71 2.92
O -1.08 -3.53 1.66
C -3.23 -3.64 -1.22
H -4.29 4.47 -2.59
H 0.63 7.45 -1.77
H 1.69 8.03 -0.50
H 0.75 1.56 2.00
C 3.73 -3.22 1.39
C 2.39 8.46 -2.50
F 3.35 3.91 -0.14
C -2.79 0.25 -1.18
H 1.14 -5.39 -3.62
H -3.09 -5.11 -3.34
H -5.10 -1.08 0.30
C -1.37 -2.74 3.88
H -3.27 -1.97 4.51
H -0.18 -6.46 -5.28
O -2.67 -0.13 0.06
H 1.85 -3.66 7.00
H 2.43 -5.79 1.01
H -1.61 -7.14 -4.50
H -5.38 -3.59 -0.07
H 1.65 -2.52 -0.11
C 1.07 -3.99 4.51
C -0.68 -3.49 2.88
N 2.20 -3.31 -0.55
C 0.54 -4.17 3.23
H 4.08 7.41 -3.10
N -3.36 -2.99 -0.10
C -2.18 4.72 -3.27
C -1.99 1.49 -1.47
C 0.10 2.70 -1.13
C 3.53 -4.51 2.21
S 0.91 -0.81 1.94
C -2.11 -4.78 -3.02
H -1.78 -5.79 -5.61
H -0.01 5.75 -2.59
H 2.21 9.51 -2.26
N -1.66 3.66 -2.45
H 4.09 -2.49 -0.58
H -5.03 -1.56 3.27
C -1.14 -6.22 -4.84
C 1.39 2.78 -0.61
H 1.35 -1.97 6.89
H 5.35 7.68 -1.04
H 3.02 -2.48 1.75
C 1.67 7.56 -1.49
H 4.36 -5.21 2.05
C 4.27 7.76 -1.10
C -0.41 3.78 -1.87
C 0.42 -3.23 5.47
O -3.47 -0.32 -2.00
C 0.43 -4.07 -2.09
H 1.79 1.93 -0.10
N 2.34 6.27 -1.45
C -0.99 -5.28 -3.68
H -1.32 -2.07 5.91
C 3.58 -3.35 -0.13
C 1.01 -3.01 6.82
C 1.43 0.84 2.43
*
```